Here is a 5-piece molecular cluster, C19H27F12NO10 overall from OMol25. Energies are from wB97M-V/def2-TZVPD.

XYZ file:
```
69
C19H27F12NO10 | OMol25 | wB97M-V/def2-TZVPD
C -3.624 0.046 -3.561
C -2.569 -0.665 -4.380
O -1.382 0.154 -4.522
C -0.597 0.201 -3.465
O -0.729 -0.382 -2.428
C 0.600 1.137 -3.731
F 0.206 2.314 -4.219
F 1.451 0.584 -4.607
F 1.254 1.349 -2.590
H -3.866 1.007 -4.015
H -4.527 -0.559 -3.510
H -3.269 0.229 -2.552
H -2.913 -0.844 -5.396
H -2.290 -1.624 -3.944
C 0.798 2.066 5.245
C -0.411 2.912 4.919
O -1.634 2.316 5.412
C -1.864 2.434 6.707
O -1.191 2.994 7.521
C -3.206 1.754 7.054
F -3.275 0.522 6.535
F -4.225 2.470 6.558
F -3.360 1.663 8.370
H 0.671 1.055 4.853
H 1.688 2.506 4.801
H 0.947 1.981 6.320
H -0.547 2.982 3.843
H -0.317 3.923 5.316
C -3.797 -3.879 1.987
C -4.891 -2.961 2.482
O -4.752 -1.625 1.947
C -5.133 -1.453 0.695
O -5.597 -2.268 -0.047
C -4.925 0.022 0.293
F -3.695 0.443 0.609
F -5.808 0.804 0.923
F -5.090 0.173 -1.019
H -2.817 -3.464 2.224
H -3.890 -4.854 2.464
H -3.853 -4.017 0.908
H -4.830 -2.832 3.560
H -5.883 -3.341 2.241
C 4.346 -0.497 -5.658
C 4.862 -0.648 -4.245
O 5.696 -1.817 -4.097
C 6.930 -1.714 -4.567
O 7.432 -0.760 -5.081
C 7.687 -3.037 -4.319
F 6.969 -4.088 -4.725
F 7.935 -3.181 -3.010
F 8.845 -3.040 -4.969
H 3.813 -1.397 -5.967
H 3.667 0.351 -5.714
H 5.160 -0.332 -6.363
H 4.038 -0.807 -3.552
H 5.414 0.233 -3.918
C -0.124 2.010 0.342
O 0.243 1.820 1.711
C 1.593 1.691 1.912
O 2.224 2.591 2.382
C 2.159 0.342 1.532
N 3.454 0.087 2.147
H 0.398 2.868 -0.095
H 0.057 1.117 -0.264
H -1.194 2.220 0.329
H 1.424 -0.408 1.845
H 2.204 0.308 0.436
H 4.156 -0.084 1.440
H 3.754 0.901 2.670
```

Summary:
- E_LUMO (Ha) = 0.0083
- charge = 0
- 2S+1 = 1


Here is C22H26F4N3O12PSi2 as an isolated structure in a non-equilibrium geometry from OMol25. Energies are from wB97M-V/def2-TZVPD.

XYZ file:
```
70
C22H26F4N3O12PSi2 | OMol25 | wB97M-V/def2-TZVPD
C 4.542 -1.979 -2.012
C 5.058 -0.882 -2.907
O 5.819 -1.121 -3.802
O 4.651 0.416 -2.707
C 3.218 0.603 -2.890
Si 2.564 1.393 -1.289
C 3.221 3.189 -1.263
O 2.096 4.081 -1.360
N 1.555 4.213 -0.085
O 0.622 4.896 -0.075
O 0.898 1.520 -1.195
Si -0.023 0.236 -1.635
N -1.319 -0.147 -0.539
C -1.323 0.574 0.745
C -0.324 0.299 1.824
O -2.177 1.396 0.915
C -1.500 -1.596 -0.374
C -0.381 -2.498 0.079
O -2.570 -2.062 -0.646
N -0.813 0.657 -3.201
C 0.126 1.073 -4.153
O 0.763 2.089 -4.068
F 0.287 0.266 -5.179
C -1.542 -0.507 -3.608
O -1.094 -1.575 -3.886
F -2.820 -0.289 -3.606
P 3.413 0.458 0.581
O 2.942 -0.919 0.790
O 4.997 0.491 0.435
O 3.138 1.432 1.823
H 4.587 -2.893 -2.576
H 5.144 -2.120 -1.131
H 3.503 -1.814 -1.764
H 2.793 -0.354 -3.157
H 3.124 1.323 -3.689
H 3.906 3.387 -2.067
H 3.692 3.411 -0.316
H 0.773 -0.975 -1.865
H -0.747 0.520 2.787
H 0.037 -0.710 1.853
H 0.497 0.985 1.687
H -0.113 -3.181 -0.710
H -0.673 -3.086 0.933
H 0.517 -1.955 0.351
H 5.334 -0.408 0.450
H 2.709 2.236 1.502
F 0.562 4.311 2.871
C -0.514 4.899 3.433
C -1.763 4.356 3.211
C -2.867 4.960 3.792
C -2.711 6.096 4.574
C -1.446 6.628 4.780
C -0.334 6.025 4.210
H -1.864 3.473 2.592
H -3.852 4.542 3.633
H -3.575 6.566 5.023
H -1.323 7.515 5.386
H 0.661 6.419 4.363
F -2.005 -6.543 1.840
C -3.093 -6.434 1.048
C -3.592 -5.179 0.767
C -4.706 -5.066 -0.051
C -5.309 -6.205 -0.566
C -4.794 -7.459 -0.266
C -3.674 -7.579 0.544
H -3.112 -4.304 1.182
H -5.100 -4.087 -0.286
H -6.179 -6.115 -1.201
H -5.265 -8.348 -0.664
H -3.253 -8.546 0.782
```

Summary:
- E_LUMO (Ha) = -0.0058
- charge = 0
- 2S+1 = 1


Here is C25H21BrClCoN4O3 as an isolated structure in a non-equilibrium geometry from OMol25. Energies are from wB97M-V/def2-TZVPD.

XYZ file:
```
56
C25H21BrClCoN4O3 | OMol25 | wB97M-V/def2-TZVPD
Co -0.466 -1.493 -0.902
Br 1.886 5.924 1.750
C 1.708 4.434 2.914
C 2.202 3.197 2.528
C 2.040 2.104 3.358
C 1.383 2.230 4.589
C 0.948 3.497 4.975
C 1.093 4.596 4.143
N 1.211 1.205 5.550
N 1.286 -0.028 5.280
C 0.960 -0.571 4.049
C 1.561 -1.806 3.781
C 1.479 -2.447 2.568
C 0.742 -1.877 1.505
O 0.669 -2.392 0.359
C -0.001 -0.644 1.803
N -0.779 -0.180 0.794
C -1.597 0.815 1.043
C -1.699 1.416 2.304
C -0.872 1.001 3.310
C 0.053 -0.040 3.071
H 2.707 3.087 1.577
H 2.448 1.148 3.059
H 0.475 3.601 5.943
H 0.742 5.571 4.451
H 2.164 -2.226 4.578
H 1.976 -3.391 2.391
H -2.228 1.156 0.228
H -2.427 2.200 2.469
H -0.943 1.450 4.290
N -1.669 -0.445 -2.137
C -3.013 -0.973 -2.454
C -2.927 -2.426 -2.887
C -2.694 -3.356 -1.689
O -3.428 -4.331 -1.558
O -1.739 -3.029 -0.901
H -1.758 0.479 -1.726
H -1.163 -0.304 -3.008
H -3.469 -0.363 -3.239
H -3.634 -0.891 -1.559
H -2.097 -2.536 -3.594
H -3.847 -2.734 -3.380
Cl 0.141 -0.853 -7.771
C 0.507 -0.811 -6.059
C 0.602 0.402 -5.406
C 0.875 0.424 -4.042
C 1.058 -0.750 -3.295
C 1.231 -0.744 -1.837
C 0.976 -1.959 -4.011
C 0.697 -1.997 -5.364
H 0.476 1.324 -5.959
H 0.959 1.381 -3.537
H 1.494 0.253 -1.469
H 1.984 -1.469 -1.524
H 1.101 -2.889 -3.468
H 0.616 -2.943 -5.885
```

Summary:
- E_LUMO (spin up / spin down) (Ha) = 0.0670 / 0.0670
- charge = -1
- ⟨S²⟩ = 0.766
- 2S+1 = 2


Here is C24H27NOScSi as an isolated structure in a non-equilibrium geometry from OMol25. Energies are from wB97M-V/def2-TZVPD.

XYZ file:
```
55
C24H27NOScSi | OMol25 | wB97M-V/def2-TZVPD
C -0.609 -1.311 -0.097
C 0.382 -1.552 0.890
C 0.085 -0.739 2.022
H 1.212 -2.275 0.801
C -1.165 -0.084 1.775
C -1.598 -0.445 0.469
H -2.494 -0.088 -0.024
H -0.633 -1.754 -1.106
H 0.694 -0.654 2.933
H -1.705 0.542 2.470
Sc 0.256 1.009 0.201
C 2.059 1.913 0.248
H 1.877 2.242 1.355
H 1.731 2.731 -0.522
H 3.114 1.777 0.035
Si 3.690 -1.438 -0.938
C 3.698 -0.748 -2.624
C 3.050 -1.806 -3.283
H 2.587 -2.610 -2.704
C 3.127 -1.935 -4.663
H 2.769 -2.839 -5.113
C 3.624 -0.888 -5.426
H 3.601 -0.954 -6.519
C 4.189 0.216 -4.772
H 4.535 1.058 -5.374
C 4.267 0.290 -3.382
H 4.841 1.096 -2.971
C 4.783 -1.293 0.501
C 5.641 -2.379 0.159
H 5.931 -2.556 -0.896
C 5.919 -3.320 1.140
H 6.467 -4.204 0.805
C 5.394 -3.168 2.418
H 5.577 -3.978 3.123
C 4.659 -2.025 2.757
H 4.240 -1.950 3.753
C 4.450 -0.992 1.845
H 4.041 -0.017 2.151
H 2.603 -0.556 -0.355
H 3.257 -2.794 -0.953
O 0.277 0.791 -1.923
C -0.581 1.741 -2.662
C -1.337 2.592 -1.683
C -2.517 3.281 -1.922
C -3.217 3.860 -0.861
C -2.777 3.663 0.430
C -1.592 2.994 0.656
N -0.891 2.573 -0.420
H 0.583 0.002 -2.443
H 0.086 2.346 -3.280
H -1.271 1.157 -3.272
H -2.865 3.309 -2.943
H -4.108 4.440 -1.057
H -3.314 3.979 1.303
H -1.160 2.780 1.645
```

Summary:
- E_LUMO (Ha) = -0.1321
- charge = +1
- 2S+1 = 1


Here is a 2-piece molecular cluster, CH2FPS overall in a non-equilibrium geometry from OMol25. Energies are from wB97M-V/def2-TZVPD.

XYZ file:
```
6
CH2FPS | OMol25 | wB97M-V/def2-TZVPD
C -0.561 0.524 0.431
F -0.505 -1.305 -1.470
P 0.205 0.150 -1.102
S -0.191 1.852 1.354
H -1.370 0.009 0.843
H 2.422 -1.230 -0.057
```

Summary:
- E_LUMO (spin up / spin down) (Ha) = -0.0844 / -0.0397
- charge = 0
- 2S+1 = 1


Here is the molecule C4H7NO2 from OMol25. Energies are from wB97M-V/def2-TZVPD.

XYZ file:
```
14
C4H7NO2 | OMol25 | wB97M-V/def2-TZVPD
C 1.094 0.182 -1.306
C 0.003 -0.308 -0.366
C 0.351 -0.930 0.935
O 1.633 -1.163 1.081
C -1.063 0.768 -0.057
O -1.167 1.770 -0.739
N -1.876 0.474 0.995
H 1.698 0.959 -0.829
H 1.755 -0.643 -1.590
H 0.640 0.609 -2.202
H -0.570 -1.131 -0.830
H 1.592 -1.537 1.970
H -1.570 -0.241 1.644
H -2.520 1.189 1.295
```

Summary:
- E_LUMO (Ha) = 0.0223
- charge = 0
- 2S+1 = 1


Here is a 5-piece molecular cluster, C14H34N2O13S2 overall in a non-equilibrium geometry from OMol25. Energies are from wB97M-V/def2-TZVPD.

XYZ file:
```
65
C14H34N2O13S2 | OMol25 | wB97M-V/def2-TZVPD
C -49.115 21.393 -3.961
N -48.922 19.965 -4.529
C -47.375 19.611 -4.505
C -49.557 18.889 -3.673
C -49.405 19.747 -5.940
C -50.865 20.152 -6.190
O -51.059 19.958 -7.645
H -48.959 21.177 -2.811
H -50.184 21.636 -3.956
H -48.496 22.030 -4.493
H -46.907 20.175 -5.127
H -47.202 18.497 -4.573
H -46.872 19.983 -3.577
H -49.168 18.783 -2.700
H -49.559 18.134 -4.104
H -50.604 19.002 -3.494
H -49.126 18.652 -6.191
H -48.765 20.176 -6.760
H -50.923 21.291 -6.299
H -51.723 19.733 -5.549
H -51.831 20.354 -7.862
N -53.451 22.155 -8.848
O -53.264 22.359 -10.101
O -53.529 20.948 -8.474
O -53.665 23.076 -8.062
O -48.835 15.957 -5.836
S -50.042 15.775 -6.591
O -50.587 14.477 -6.730
O -51.310 16.870 -5.993
C -52.525 16.619 -6.432
C -53.453 17.976 -6.573
C -49.749 16.396 -8.194
H -52.930 15.946 -5.776
H -52.508 16.123 -7.462
H -53.213 18.897 -6.957
H -53.605 18.105 -5.478
H -54.407 17.772 -6.981
H -49.505 17.414 -8.273
H -50.674 16.316 -8.805
H -48.934 15.948 -8.926
O -51.717 19.873 -15.380
S -51.327 20.750 -14.290
O -52.210 21.749 -13.785
O -50.974 19.695 -13.088
C -51.981 19.511 -12.241
C -51.566 18.793 -10.916
C -49.687 21.386 -14.603
H -52.874 19.452 -12.618
H -51.881 20.524 -11.635
H -51.622 17.734 -11.082
H -52.254 18.959 -10.141
H -50.593 18.729 -10.684
H -49.204 20.605 -15.361
H -48.952 21.371 -13.838
H -49.757 22.212 -15.154
C -49.660 22.933 -10.327
C -50.463 24.105 -10.175
O -49.793 25.043 -10.868
C -48.830 24.475 -11.619
O -48.147 24.884 -12.606
O -48.630 23.219 -11.247
H -50.182 21.915 -10.815
H -49.121 22.664 -9.292
H -50.778 24.504 -9.169
H -51.500 24.013 -10.554
```

Summary:
- E_LUMO (Ha) = -0.0269
- charge = 0
- 2S+1 = 1


Here is C52H57BF7N7OP2PbS4 as an isolated structure from OMol25. Energies are from wB97M-V/def2-TZVPD.

XYZ file:
```
132
C52H57BF7N7OP2PbS4 | OMol25 | wB97M-V/def2-TZVPD
Pb -0.241 0.855 -0.368
C 0.854 5.507 2.298
P 0.366 4.152 1.132
C -1.378 4.671 0.880
C 1.236 4.750 -0.372
C 0.762 5.809 -1.135
C 1.487 6.291 -2.216
C 2.714 5.728 -2.522
C 3.199 4.663 -1.776
C 2.468 4.140 -0.713
P 2.926 2.531 0.052
C 4.594 2.188 -0.654
C 3.542 2.980 1.755
H 0.652 6.476 1.840
H 1.913 5.454 2.552
H 0.270 5.420 3.216
H -1.488 5.755 0.816
H -1.955 4.301 1.729
H -1.791 4.213 -0.018
H -0.197 6.256 -0.898
H 1.093 7.101 -2.816
H 3.290 6.102 -3.359
H 4.141 4.211 -2.057
H 4.543 2.024 -1.731
H 4.959 1.280 -0.176
H 5.296 2.998 -0.444
H 4.357 3.701 1.683
H 3.261 1.292 2.619
H 2.739 3.407 2.357
S -3.134 1.537 0.181
C -4.019 0.449 1.091
N -5.190 -0.033 0.704
C -5.865 -1.063 1.491
C -4.827 -1.984 2.065
N -3.938 -1.186 2.904
C -3.492 -1.766 4.171
C -2.295 -2.675 4.030
C -2.382 -3.869 3.321
C -1.267 -4.674 3.153
C -0.052 -4.301 3.713
C 0.036 -3.124 4.439
C -1.078 -2.309 4.589
C -3.528 0.015 2.480
S -2.582 1.051 3.347
C -5.853 0.322 -0.565
C -5.799 -0.809 -1.558
C -6.917 -1.607 -1.780
C -6.854 -2.672 -2.669
C -5.669 -2.940 -3.339
C -4.553 -2.139 -3.132
C -4.618 -1.074 -2.246
H -6.529 -1.613 0.827
H -6.456 -0.595 2.284
H -4.270 -2.480 1.268
H -5.303 -2.738 2.690
H -4.346 -2.310 4.581
H -3.255 -0.941 4.839
H -3.326 -4.182 2.891
H -1.345 -5.593 2.588
H 0.821 -4.926 3.579
H 0.981 -2.835 4.880
H -1.001 -1.370 5.125
H -5.362 1.210 -0.951
H -6.888 0.565 -0.318
H -7.847 -1.388 -1.266
H -7.732 -3.281 -2.844
H -5.617 -3.768 -4.034
H -3.629 -2.328 -3.660
H -3.748 -0.447 -2.097
F 0.037 -0.071 -4.370
B -1.187 -0.489 -3.823
F -2.263 0.083 -4.458
F -1.240 -1.879 -3.810
F -1.214 -0.052 -2.421
N 2.462 1.705 -3.225
C 1.327 2.411 -3.514
N 0.295 2.471 -2.745
C -0.670 3.305 -3.306
C -1.922 3.573 -2.766
C -2.777 4.434 -3.430
C -2.403 5.030 -4.635
C -1.168 4.756 -5.199
C -0.316 3.895 -4.523
S 1.270 3.355 -4.985
H 2.365 1.020 -2.489
H 2.995 1.386 -4.017
H -2.233 3.091 -1.848
H -3.754 4.637 -3.013
H -3.090 5.694 -5.143
H -0.874 5.201 -6.140
N 3.785 -5.242 -2.583
C 4.610 -6.329 -2.383
C 4.932 -7.424 -3.180
C 5.821 -8.334 -2.647
C 6.371 -8.160 -1.364
C 6.043 -7.073 -0.582
C 5.145 -6.142 -1.104
N 4.650 -4.977 -0.543
C 3.852 -4.480 -1.445
C 3.106 -3.224 -1.276
C 2.337 -2.665 -2.287
C 1.665 -1.480 -2.046
N 1.726 -0.846 -0.873
C 2.459 -1.391 0.101
C 3.167 -2.562 -0.056
H 3.203 -5.074 -3.384
H 4.510 -7.555 -4.168
H 6.105 -9.201 -3.228
H 7.065 -8.900 -0.987
H 6.464 -6.935 0.405
H 2.215 -3.129 -3.257
H 1.042 -1.048 -2.818
H 2.463 -0.861 1.048
H 3.751 -2.976 0.753
F -0.805 -1.510 1.607
C -1.029 -1.391 0.255
F -0.433 -2.491 -0.281
F -2.371 -1.665 0.112
O 4.050 1.808 2.386
S 1.197 0.731 3.366
C 2.300 0.003 4.634
C 2.735 1.171 5.506
C 1.469 1.992 5.735
C 0.845 2.228 4.361
H 3.129 -0.510 4.147
H 1.732 -0.723 5.215
H 3.476 1.771 4.971
H 3.183 0.824 6.439
H 1.677 2.940 6.233
H 0.776 1.427 6.363
H 1.294 3.088 3.863
H -0.232 2.372 4.403
```

Summary:
- E_LUMO (Ha) = -0.0185
- charge = 0
- 2S+1 = 1